17
Properties=species:S:1:pos:R:3:nbo_charge:R:1 method="wB97M-V/def2-TZVPD" de_lowest_ev=3.468 homo_lumo_gap_ev=8.1 total_charge=0
C 1.41 -2.25 0.01 -0.0635
O 2.53 -1.90 0.83 -0.7331
C 0.51 -1.04 -0.01 -0.2405
N -0.61 -1.27 -0.95 -0.8394
H 0.88 -3.11 0.43 0.1530
H 1.72 -2.49 -1.02 0.1661
H 3.17 -2.63 0.86 0.4694
H 0.20 -0.79 1.00 0.1812
H 1.11 -0.19 -0.37 0.1918
H -1.05 -0.34 -1.07 0.3634
H -1.31 -1.83 -0.48 0.3491
H -0.14 1.25 -1.42 0.1027
C -1.02 3.25 -0.01 -0.7645
S -1.43 1.50 0.12 0.0008
H -1.15 3.62 -1.03 0.2215
H -1.71 3.79 0.66 0.2244
H 0.01 3.44 0.33 0.2177

=====

18
Properties=species:S:1:pos:R:3:nbo_charge:R:1 method="wB97M-V/def2-TZVPD" de_lowest_ev=1.153 smiles=CNCCSS.O homo_lumo_gap_ev=8.6 total_charge=0
C 0.68 0.36 1.63 -0.4204
N 0.23 0.82 0.33 -0.6320
C 1.25 0.92 -0.72 -0.2460
C 0.74 1.48 -2.01 -0.5072
S -0.97 0.94 -2.59 0.0356
S -1.41 -0.82 -1.85 -0.1620
H 1.14 -0.61 1.49 0.1983
H -0.18 0.51 2.27 0.2062
H 1.40 0.91 2.28 0.1658
H -0.33 1.66 0.37 0.3639
H 2.12 1.48 -0.40 0.1863
H 1.50 -0.15 -0.88 0.1982
H 1.39 1.38 -2.89 0.2324
H 0.50 2.56 -1.88 0.2127
H -1.13 -0.55 -0.54 0.1679
O -2.15 -3.84 1.52 -0.9393
H -1.77 -3.61 2.39 0.4698
H -3.02 -3.45 1.49 0.4698

=====

18
Properties=species:S:1:pos:R:3:mulliken_spin:R:1 method="wB97M-V/def2-TZVPD" de_lowest_ev=1.311 multiplicity=2 s_squared=0.754 homo_lumo_gap_ev="9.5 / 4.6" total_charge=+1
S 1.87 -2.40 0.18 0.0042
S 1.12 -0.48 -0.11 0.0132
C -0.60 -0.90 -0.08 0.0143
C -1.46 0.44 -0.13 0.0734
N -2.24 0.74 1.06 0.7442
C -2.94 2.04 1.06 0.0238
H 1.99 -2.20 1.51 0.0005
H -0.87 -1.47 0.80 -0.0013
H -0.93 -1.40 -0.99 0.0077
H -0.66 1.19 0.02 0.0738
H -1.96 0.59 -1.07 0.0082
H -1.63 0.73 1.89 -0.0125
H -2.48 2.81 0.46 0.0151
H -3.94 1.72 0.70 0.0304
H -3.15 2.31 2.09 0.0024
H 0.68 2.68 -2.60 0.0000
H 1.45 3.58 -1.64 0.0000
O 1.21 2.68 -1.81 0.0026

=====

16
Properties=species:S:1:pos:R:3:nbo_charge:R:1 method="wB97M-V/def2-TZVPD" de_lowest_ev=1.885 smiles=CNC.CS homo_lumo_gap_ev=9.9 total_charge=0
C -0.76 -1.81 -0.75 -0.4420
N -1.06 -0.44 -0.12 -0.6210
C -2.35 -0.47 0.72 -0.4538
H -1.03 -2.49 0.10 0.1829
H -1.32 -1.85 -1.76 0.2020
H 0.34 -1.93 -1.02 0.2020
H -0.41 -0.47 0.67 0.3372
H -2.72 0.54 0.66 0.2016
H -1.99 -0.63 1.81 0.1851
H -3.23 -0.95 0.32 0.2064
C 2.34 1.78 -0.62 -0.6976
S 3.10 1.05 0.96 -0.0868
H 2.25 2.86 -0.64 0.2172
H 3.01 1.43 -1.36 0.2145
H 1.29 1.44 -0.77 0.2292
H 2.53 1.93 1.80 0.1229

=====

16
Properties=species:S:1:pos:R:3:nbo_charge:R:1 method="wB97M-V/def2-TZVPD" de_lowest_ev=1.990 smiles=CNC.CS homo_lumo_gap_ev=9.9 total_charge=0
C 2.85 -2.91 0.40 -0.4178
N 1.96 -1.78 0.55 -0.5739
C 0.73 -2.05 -0.18 -0.4508
H 3.35 -2.78 -0.59 0.1875
H 3.62 -2.83 1.09 0.1946
H 2.29 -3.84 0.54 0.1675
H 1.63 -2.10 1.56 0.3282
H 0.85 -1.93 -1.28 0.1936
H -0.05 -1.30 -0.05 0.2015
H 0.11 -2.99 -0.02 0.1695
C -2.66 4.30 0.11 -0.7523
S -2.81 4.18 -1.68 -0.0668
H -3.37 3.66 0.51 0.2199
H -1.66 3.79 0.29 0.2338
H -2.94 5.32 0.56 0.2324
H -3.89 3.26 -1.81 0.1331

=====

17
Properties=species:S:1:pos:R:3:nbo_charge:R:1 method="wB97M-V/def2-TZVPD" de_lowest_ev=0.410 smiles=CCN.CSS homo_lumo_gap_ev=9.2 total_charge=0
C 1.48 -0.37 -2.28 -0.6116
C 2.40 -0.08 -1.07 -0.2118
N 1.68 -0.42 0.15 -0.8421
H 2.04 -0.51 -3.20 0.2099
H 0.96 -1.30 -2.06 0.1954
H 0.73 0.40 -2.43 0.2141
H 3.34 -0.63 -1.17 0.1612
H 2.63 0.99 -1.00 0.1827
H 1.13 -1.27 0.06 0.3481
H 2.29 -0.62 0.94 0.3537
C -2.22 0.42 2.56 -0.7540
S -2.87 -0.59 1.22 0.0932
S -3.19 0.65 -0.41 -0.1474
H -1.30 0.92 2.28 0.2350
H -2.09 -0.28 3.40 0.2329
H -3.01 1.06 2.95 0.2183
H -3.99 1.63 0.05 0.1222

=====

Number 1: largest force on an atom 4.22 eV/A. Number 2: largest force on an atom 2.21 eV/A. Number 3: largest force on an atom 3.51 eV/A. Number 4: largest force on an atom 2.70 eV/A. Number 5: largest force on an atom 4.70 eV/A. Number 6: largest force on an atom 0.81 eV/A.